ORCA calculation (the ωB97M-V functional and the def2-TZVPD basis) on a structure of composition C20H17ClCu.

```
39
Properties=species:S:1:pos:R:3:mulliken_spin:R:1
C 2.21 -2.28 0.38 0.00
C 2.35 -2.04 -1.00 0.00
C 1.02 -1.92 -1.58 0.00
H 3.27 -1.91 -1.57 0.00
C 0.08 -2.00 -0.49 0.02
C 0.81 -2.28 0.68 0.01
H 0.37 -2.49 1.66 0.00
H 3.02 -2.43 1.09 0.00
H 0.77 -2.05 -2.64 0.00
H -1.01 -1.91 -0.60 -0.02
Cu 0.87 0.25 -1.50 0.16
Cl 2.03 1.27 0.14 0.13
C 1.10 1.86 -2.73 -0.01
C -0.12 1.20 -3.09 0.01
C 0.22 0.00 -3.77 -0.01
H -1.12 1.58 -2.94 0.00
C 1.63 -0.09 -3.83 0.02
C 2.18 1.02 -3.14 0.01
H 3.24 1.20 -2.98 0.00
H 1.17 2.85 -2.28 0.00
H -0.49 -0.70 -4.20 0.00
H 2.20 -0.85 -4.37 0.00
C -1.10 0.09 4.59 0.01
C 0.14 -0.13 3.97 -0.01
C 0.33 0.13 2.63 0.04
C -0.73 0.55 1.80 0.02
C -0.68 0.78 0.41 0.51
C -1.76 1.21 -0.30 0.00
C -3.01 1.49 0.36 0.06
C -3.13 1.25 1.72 -0.04
C -2.02 0.77 2.47 0.03
C -2.15 0.57 3.84 -0.01
H -1.22 -0.08 5.65 0.00
H 0.98 -0.49 4.56 0.00
H 1.31 0.08 2.15 0.01
H -1.72 1.32 -1.37 0.04
H -3.84 1.89 -0.23 0.00
H -4.08 1.45 2.23 0.00
H -3.10 0.83 4.30 0.00
```

## Properties
lowest unoccupied orbital energy (alpha / beta)	5.19 / 5.18	eV
charge	-2
spin multiplicity	2
electronic energy	-78174.1336	eV
<S²>	0.7653
maximum force	2.75	eV Å⁻¹
HOMO-LUMO gap (alpha / beta)	0.174 / 0.169	Eh